Record 1
Formula: C6H9N
Source: the OMol25 dataset
Level of theory: ωB97M-V/def2-TZVPD

For the energy relative to the best compared isomer or geometry (same formula, charge and spin), the calculation gives 2.203 eV. As for the orbital gap: 0.3371 Eh. The calculation puts the largest force on an atom at 0.0122 Eh/bohr. The charge is 0. As for the HOMO energy: -8.26 eV.

```
16
C6H9N | the OMol25 dataset | ωB97M-V/def2-TZVPD
C 2.50 -0.38 -0.19
C 1.07 -0.01 0.04
C -0.01 -0.73 0.36
C -1.18 0.22 0.45
C -2.47 -0.24 -0.25
C -0.66 1.59 0.01
N 0.64 1.35 -0.13
H 3.16 0.14 0.51
H 2.64 -1.45 -0.05
H 2.82 -0.12 -1.21
H -0.03 -1.80 0.52
H -3.23 0.54 -0.15
H -2.85 -1.16 0.21
H -2.30 -0.43 -1.31
H -1.41 0.39 1.52
H 1.30 2.09 -0.34
```

=====

Record 2
Formula: C17H42N2O5
Source: the OMol25 dataset
Level of theory: ωB97M-V/def2-TZVPD

For the energy relative to the best compared isomer or geometry (same formula, charge and spin), the calculation gives 11.060 eV. As for the orbital gap: 0.2627 Eh. The calculation puts the largest force on an atom at 0.1809 Eh/bohr. The charge is 0. As for the HOMO energy: -7.07 eV.

```
66
C17H42N2O5 | the OMol25 dataset | ωB97M-V/def2-TZVPD
C -2.78 5.49 2.30
O -2.27 4.34 2.89
C -0.88 4.25 2.75
C -0.37 2.93 3.37
N -1.13 1.84 2.82
C -0.64 1.10 1.60
C -1.60 -0.06 1.19
O -2.97 0.13 0.84
C -3.34 0.84 -0.33
H -2.32 5.48 1.32
H -2.54 6.46 2.75
H -3.86 5.52 2.21
H -0.33 5.03 3.27
H -0.56 4.27 1.70
H -0.50 3.06 4.44
H 0.70 2.77 3.25
H -1.90 2.49 2.69
H 0.40 0.84 1.81
H -0.69 1.84 0.79
H -1.62 -0.75 2.04
H -1.11 -0.64 0.42
H -3.15 1.91 -0.22
H -4.34 0.62 -0.68
H -2.69 0.55 -1.15
C 2.63 -2.27 -0.91
C 1.32 -2.95 -0.46
C 0.34 -1.76 -0.22
C -0.34 -1.23 -1.47
C -0.90 -2.34 -2.45
C 0.10 -3.55 -2.69
N 0.84 -3.96 -1.50
O 1.75 -4.98 -1.66
C -0.82 -4.70 -3.10
C 1.10 -3.07 -3.72
C 1.57 -3.57 0.89
H 3.35 -3.08 -0.88
H 3.05 -1.61 -0.15
H 2.44 -1.83 -1.89
H -0.39 -2.34 0.35
H 0.85 -0.97 0.32
H 0.33 -0.61 -2.06
H -1.16 -0.57 -1.18
H -1.11 -1.69 -3.30
H -1.93 -2.67 -2.28
H -1.09 -4.57 -4.15
H -0.31 -5.64 -2.91
H -1.80 -4.77 -2.64
H 1.23 -1.99 -3.80
H 2.14 -3.34 -3.54
H 0.86 -3.36 -4.74
H 0.76 -4.18 1.27
H 1.58 -2.89 1.74
H 2.50 -4.12 1.01
H 1.24 -5.57 -1.09
C 1.73 4.15 0.73
O 2.05 2.95 0.07
H 1.49 4.00 1.78
H 2.57 4.84 0.64
H 0.84 4.62 0.30
H 2.33 3.21 -0.81
C 1.73 0.71 0.56
O 0.68 1.52 0.04
H 2.61 0.78 -0.07
H 1.94 0.97 1.60
H 1.24 -0.26 0.53
H 1.15 2.32 -0.23
```

=====

Record 3
Formula: C20H26N6O3
Source: the OMol25 dataset
Level of theory: ωB97M-V/def2-TZVPD

For the energy relative to the best compared isomer or geometry (same formula, charge and spin), the calculation gives 7.605 eV. As for the orbital gap: 0.3593 Eh. The calculation puts the largest force on an atom at 0.0269 Eh/bohr. Its structure (SMILES) is CN(C[C@H](Cc1ccccc1)N(CCN(CCc1ccccc1)N=O)N=O)N=O. The charge is 0. As for the HOMO energy: -9.13 eV.

```
55
C20H26N6O3 | the OMol25 dataset | ωB97M-V/def2-TZVPD
C -2.76 -3.14 1.79
N -2.46 -2.87 0.41
N -1.73 -3.74 -0.22
O -1.43 -3.49 -1.39
C -2.94 -1.64 -0.19
H -4.01 -1.52 0.02
H -2.80 -1.76 -1.27
C -2.18 -0.40 0.32
N -0.76 -0.65 0.38
N -0.30 -0.88 1.58
O 0.89 -1.18 1.69
C 0.06 -0.82 -0.81
H 0.82 -1.57 -0.54
H -0.55 -1.21 -1.62
C 0.76 0.48 -1.25
N 1.52 1.09 -0.17
N 1.09 2.10 0.52
O -0.03 2.55 0.26
C 2.84 0.60 0.16
H 2.82 -0.49 0.21
C 3.89 1.07 -0.85
C 5.25 0.62 -0.41
C 6.01 1.39 0.45
C 7.25 0.96 0.88
C 7.75 -0.26 0.45
C 7.00 -1.04 -0.41
C 5.76 -0.61 -0.84
H 5.18 -1.22 -1.51
H 7.38 -1.99 -0.74
H 8.72 -0.60 0.79
H 7.83 1.58 1.56
H 5.62 2.34 0.79
H 3.86 2.16 -0.91
H 3.67 0.67 -1.84
H 3.08 0.99 1.15
H 0.02 1.22 -1.56
H 1.43 0.25 -2.08
H -2.47 -0.21 1.36
C -2.54 0.83 -0.52
C -3.98 1.22 -0.30
C -4.96 0.90 -1.22
C -6.29 1.24 -0.99
C -6.64 1.89 0.17
C -5.66 2.22 1.10
C -4.34 1.88 0.87
H -3.58 2.15 1.59
H -5.93 2.74 2.01
H -7.67 2.16 0.35
H -7.04 0.99 -1.72
H -4.69 0.39 -2.14
H -1.90 1.66 -0.21
H -2.38 0.62 -1.58
H -2.23 -2.44 2.44
H -3.83 -3.06 1.97
H -2.42 -4.15 2.01
```

=====

Record 4
Formula: C8H6O2S
Source: the OMol25 dataset
Level of theory: ωB97M-V/def2-TZVPD

For the energy relative to the best compared isomer or geometry (same formula, charge and spin), the calculation gives 4.981 eV. As for the orbital gap: 0.3521 Eh. The calculation puts the largest force on an atom at 0.1133 Eh/bohr. Its structure (SMILES) is C#CC#COC(C)=O.C#CS. The charge is 0. As for the HOMO energy: -9.12 eV.

```
17
C8H6O2S | the OMol25 dataset | ωB97M-V/def2-TZVPD
C 1.62 -3.59 -0.15
C 0.69 -2.70 -0.50
C 2.45 -4.40 0.25
C 2.64 0.47 1.69
C 0.00 -1.75 -0.64
C 2.53 1.01 0.61
C -1.99 -0.73 -0.20
C -2.75 0.54 -0.54
O -2.52 -1.70 0.27
O -0.80 -0.75 -0.86
S 2.62 1.79 -0.86
H 3.10 -5.03 0.67
H 2.24 0.14 2.64
H -3.22 1.08 0.30
H -3.56 0.27 -1.27
H -1.96 1.23 -0.99
H 3.86 2.12 -0.67
```

=====

Record 5
Formula: C18H72N36O18
Source: the OMol25 dataset
Level of theory: ωB97M-V/def2-TZVPD

For the energy relative to the best compared isomer or geometry (same formula, charge and spin), the calculation gives 16.072 eV. As for the orbital gap: 0.2868 Eh. The calculation puts the largest force on an atom at 0.2371 Eh/bohr. The charge is 0. As for the HOMO energy: -8.32 eV.

```
144
C18H72N36O18 | the OMol25 dataset | ωB97M-V/def2-TZVPD
C 5.96 -2.44 0.26
O 5.95 -3.66 0.28
N 6.37 -1.65 1.21
N 5.73 -1.69 -0.74
H 6.80 -1.95 2.06
H 6.09 -0.68 1.12
H 5.94 -0.71 -0.57
H 4.98 -1.95 -1.36
C -1.94 3.85 0.70
O -2.71 4.46 0.01
N -1.36 2.81 0.48
N -1.95 3.97 1.99
H -0.81 2.45 1.25
H -1.44 2.25 -0.36
H -1.21 3.49 2.48
H -2.74 4.23 2.57
C 5.37 1.83 0.97
O 5.74 0.98 0.20
N 5.44 1.77 2.24
N 5.07 3.04 0.49
H 5.22 2.58 2.80
H 5.97 1.03 2.68
H 5.06 3.82 1.12
H 5.35 3.19 -0.46
C -5.34 0.35 2.80
O -6.23 0.34 3.60
N -5.47 0.29 1.51
N -4.12 0.68 3.11
H -6.39 0.06 1.14
H -4.66 0.32 0.91
H -4.01 0.90 4.09
H -3.49 0.97 2.38
C 1.25 2.76 3.15
O 0.07 2.34 2.96
N 2.34 2.11 2.82
N 1.58 3.75 3.94
H 2.02 1.35 2.24
H 3.25 2.55 2.80
H 2.53 3.75 4.29
H 0.84 4.31 4.33
C 1.86 1.71 -2.50
O 1.95 2.08 -3.68
N 1.02 2.15 -1.64
N 2.86 1.08 -1.89
H 0.32 2.82 -1.93
H 0.95 1.65 -0.76
H 2.72 1.25 -0.90
H 3.79 1.08 -2.30
C 0.10 -0.29 0.39
O 1.17 0.04 0.69
N -0.87 -0.41 1.27
N -0.41 -0.49 -0.77
H -1.82 -0.62 1.00
H -0.66 0.09 2.12
H -1.31 -0.92 -0.75
H 0.31 -0.29 -1.46
C -3.52 -2.37 0.83
O -3.03 -1.51 0.15
N -4.86 -2.44 0.82
N -2.88 -3.26 1.55
H -5.44 -1.65 0.58
H -5.22 -3.18 1.40
H -3.37 -3.81 2.24
H -1.88 -3.20 1.43
C 4.85 -0.10 -5.45
O 4.73 -1.00 -4.65
N 5.63 -0.13 -6.45
N 4.08 0.90 -5.50
H 6.42 -0.76 -6.47
H 5.38 0.58 -7.12
H 4.36 1.68 -6.08
H 3.49 1.06 -4.70
C 0.90 -4.58 0.82
O 1.02 -5.52 0.01
N 1.28 -3.35 0.66
N 0.54 -4.71 2.07
H 1.86 -3.29 -0.16
H 0.81 -2.55 1.06
H -0.08 -5.50 2.24
H 0.44 -3.86 2.61
C -2.13 4.23 5.85
O -0.92 4.35 5.91
N -2.85 3.23 5.83
N -3.01 5.16 6.14
H -2.48 2.38 5.44
H -3.81 3.35 5.53
H -4.01 5.00 6.19
H -2.60 6.05 6.40
C -1.10 -6.64 -2.86
O -1.57 -7.62 -3.42
N -1.79 -5.58 -2.54
N 0.14 -6.56 -2.45
H -1.24 -5.06 -1.87
H -2.79 -5.61 -2.63
H 0.40 -5.95 -1.69
H 0.64 -7.40 -2.70
C -3.24 0.59 -2.39
O -3.48 1.29 -1.39
N -3.82 -0.51 -2.78
N -2.39 0.89 -3.28
H -3.59 -1.11 -3.55
H -4.55 -0.75 -2.13
H -1.68 1.60 -3.19
H -2.30 0.34 -4.13
C 0.45 3.71 -7.13
O -0.08 3.88 -8.18
N 0.85 4.60 -6.26
N 0.54 2.58 -6.50
H 0.68 5.59 -6.33
H 1.44 4.32 -5.49
H 0.09 1.83 -7.01
H 0.94 2.40 -5.59
C -2.20 -1.07 -6.26
O -1.48 -0.67 -5.36
N -3.43 -1.44 -6.17
N -1.85 -1.13 -7.51
H -3.95 -1.51 -5.31
H -3.95 -1.69 -7.00
H -2.45 -1.44 -8.26
H -0.84 -1.11 -7.60
C 0.63 -1.22 4.76
O 1.53 -2.04 4.76
N 0.37 -0.35 3.88
N -0.24 -1.13 5.71
H 1.15 -0.19 3.25
H -0.21 0.42 4.18
H -0.13 -1.85 6.42
H -0.96 -0.43 5.58
C -2.62 0.34 7.62
O -2.40 0.45 6.46
N -2.88 1.34 8.34
N -2.55 -0.70 8.42
H -2.54 1.30 9.29
H -3.04 2.27 7.98
H -2.36 -1.62 8.04
H -3.24 -0.61 9.15
C 1.55 -2.24 -3.18
O 2.16 -2.72 -2.23
N 2.12 -1.71 -4.21
N 0.31 -2.26 -3.21
H 1.62 -1.57 -5.08
H 3.12 -1.71 -4.16
H -0.26 -1.78 -3.89
H -0.29 -2.71 -2.52
```

=====

Record 6
Formula: C29H52MoP2Si
Source: the OMol25 dataset
Level of theory: ωB97M-V/def2-TZVPD

As for the multiplicity: 3. As for the orbital gap (spin up / spin down): 0.2589 / 0.2052 Eh. The calculation puts the largest force on an atom at 0.0768 Eh/bohr. The charge is +2. As for the HOMO energy (spin up / spin down): -13.01 / -13.46 eV.

```
85
C29H52MoP2Si | the OMol25 dataset | ωB97M-V/def2-TZVPD
Mo 2.93 0.21 -0.71
C 1.44 2.19 -1.36
C 1.65 1.10 -2.37
C -0.64 1.45 -2.08
C 0.03 2.32 -1.18
C 0.31 0.70 -2.78
C 2.45 3.23 -1.03
H 3.44 2.92 -1.38
H 2.50 3.41 0.05
H 2.21 4.19 -1.51
C -0.68 3.25 -0.26
H 0.03 3.90 0.27
H -1.28 2.72 0.49
H -1.40 3.89 -0.81
C -2.12 1.45 -2.28
H -2.45 2.44 -2.63
H -2.64 1.25 -1.32
H -2.44 0.69 -3.01
C 0.06 -0.21 -3.92
H -0.25 0.30 -4.85
H -0.74 -0.92 -3.68
H 0.96 -0.78 -4.16
C 2.73 1.22 -3.39
H 2.39 1.93 -4.18
H 2.92 0.27 -3.92
H 3.69 1.58 -2.97
C 3.47 -0.64 1.09
C 4.50 0.31 0.57
C 5.61 -0.10 -0.36
C 5.21 -1.14 -1.45
C 3.76 -1.20 -1.94
C 2.64 -1.77 -1.22
C 2.91 -2.80 -0.16
C 3.68 -2.13 0.99
H 6.48 -0.51 0.18
H 5.62 -2.13 -1.19
H 6.08 0.78 -0.84
H 4.75 -2.41 0.97
H 3.08 -0.37 2.08
H 4.76 1.18 1.18
H 3.28 -2.53 1.92
H 1.97 -3.27 0.18
H 1.60 -1.79 -1.62
H 3.47 -3.65 -0.56
H 5.80 -0.82 -2.34
H 3.71 -1.11 -3.02
P -0.80 -0.18 2.59
P -1.36 -1.91 -0.56
C -0.21 -1.86 2.13
C -1.01 -2.68 1.09
H -0.15 -2.42 3.07
H 0.84 -1.76 1.82
H -0.46 -3.62 0.90
H -1.99 -2.93 1.50
C -3.17 -1.84 -0.73
H -3.43 -1.71 -1.79
H -3.51 -0.94 -0.20
H -3.68 -2.71 -0.33
C -0.95 -3.26 -1.73
H -1.15 -4.26 -1.32
H 0.12 -3.20 -2.00
H -1.52 -3.14 -2.66
C -0.70 0.23 4.36
H -0.24 1.22 4.50
H -0.06 -0.49 4.87
H -1.68 0.23 4.85
C 0.54 0.80 1.81
H 0.09 1.53 1.14
H 1.22 0.23 1.14
H 1.14 1.37 2.53
C -4.57 0.62 3.87
Si -4.89 0.98 2.05
C -6.13 -0.23 1.34
C -5.37 2.76 1.81
C -3.24 0.75 1.19
C -2.19 0.25 1.67
H -5.49 0.52 4.47
H -3.97 1.42 4.32
H -4.00 -0.31 3.99
H -7.08 -0.18 1.89
H -6.34 -0.02 0.29
H -5.76 -1.26 1.40
H -4.53 3.39 2.13
H -5.56 2.98 0.75
H -6.26 3.05 2.39
```